Entry from the OMol25 dataset: a single C5H8O molecule (ωB97M-V with the def2-TZVPD basis set).

E_LUMO (eV): 0.01
Multiplicity: 1
HOMO (eV): -8.6

Cartesian coordinates (Å):
1 O -0.281 -0.565 -1.598
2 C -0.368 -0.702 -0.192
3 C 1.038 -1.160 0.243
4 C 2.168 -0.256 0.463
5 C -0.806 1.758 -0.104
6 C -0.825 0.566 0.485
7 H -1.156 -0.306 -1.916
8 H -1.076 -1.508 0.065
9 H 1.306 -2.064 -0.316
10 H 1.021 -1.476 1.318
11 H 1.732 0.724 0.758
12 H -0.441 1.867 -1.123
13 H -1.138 2.657 0.406
14 H -1.175 0.464 1.512